No. 1
{"formula": "C22H22BrF3N4O13", "method": "ωB97M-V with the def2-TZVPD basis set", "species": ["N", "H", "H", "H", "H", "C", "H", "H", "O", "H", "O", "C", "C", "C", "N", "C", "O", "C", "H", "C", "C", "H", "C", "H", "F", "O", "H", "O", "H", "O", "H", "O", "Br", "H", "C", "H", "C", "C", "H", "H", "C", "C", "F", "N", "C", "C", "O", "N", "H", "C", "C", "O", "O", "C", "H", "O", "H", "F", "C", "O", "H", "O", "C", "C", "H"], "coordinates": [[-0.61524, 0.70589, 3.89635], [5.45010, -1.88013, 2.48787], [3.44666, -2.20096, -1.04510], [3.02398, 3.38702, 1.70078], [1.91112, -1.84847, -1.78112], [-0.60385, 1.09652, 0.82927], [-4.35393, -7.11321, -1.96768], [1.81137, -4.10168, -1.70434], [-2.88994, -5.67809, -2.12812], [-4.52002, -1.36870, 1.57224], [-0.92104, 1.42503, 4.74125], [2.16219, -0.87874, 2.64127], [-4.24480, -6.06980, -2.26798], [2.36778, -2.29840, -0.90114], [1.99900, -3.72231, -0.78587], [-0.41494, 5.60072, -0.32309], [3.10868, 2.12621, 0.06014], [2.51555, 3.23442, 0.74716], [-5.18899, -4.15246, -1.90183], [3.63118, -2.70189, 1.66702], [-2.02438, -0.67217, -0.18381], [1.45843, 3.06564, 0.93368], [4.97086, -2.39741, 1.66073], [-0.70246, 5.51952, -3.11565], [-4.61409, -5.93832, -3.56327], [-0.03944, 5.09515, 0.67926], [-5.87177, -5.47922, -0.94258], [-1.02860, 2.11839, 1.25979], [5.57107, -2.65980, 0.79282], [4.76851, 1.95902, -1.45426], [-2.86763, -0.51760, -0.85194], [-1.69501, 5.98620, -0.57115], [2.97738, -1.08565, 4.34328], [-1.53694, -1.60466, -0.51029], [2.56266, -1.67061, 1.57125], [-3.34570, -2.64896, 1.83886], [-1.66170, 6.84853, -1.69480], [-0.45409, 6.34868, -2.45181], [-1.73693, -1.30393, 1.68163], [1.13898, -3.79162, -0.25384], [0.10536, -0.12966, -0.95079], [2.75318, 4.35452, -0.21766], [-2.80166, 6.69216, -2.40823], [-1.07801, 0.46550, -0.37069], [-3.58678, -1.79615, 1.20651], [1.15688, 0.08107, 2.53578], [0.38670, 5.88039, -1.39239], [-2.47936, -0.81207, 1.19540], [-3.78006, -2.20374, 0.21290], [1.96132, -1.50629, 0.30921], [4.03122, 2.62142, -0.80628], [0.79312, 0.86740, 3.59897], [0.31183, -0.18663, -2.11876], [0.53637, 0.20998, 1.30873], [1.96735, 4.45216, -0.96176], [-3.97679, -4.83014, -0.36567], [-1.58962, 7.88322, -1.35571], [2.92409, 5.53406, 0.42916], [0.94706, -0.56269, 0.22202], [-1.72796, -4.92154, -0.34612], [0.04232, 7.12647, -3.02612], [3.97729, 3.98862, -0.84043], [-2.76063, -5.12179, -0.89197], [-4.95888, -5.08096, -1.37729], [3.30163, -3.73747, 1.70617]], "atomic_forces_ev_per_a": [[-0.43, 0.05, 0.20], [-0.32, 1.78, -0.89], [0.06, -0.10, 0.15], [0.08, 0.16, -0.08], [-0.04, 0.16, 0.06], [0.03, -1.07, 0.35], [-0.02, -0.03, -0.11], [0.00, -0.05, 0.00], [-0.15, -0.22, 0.33], [0.05, 0.19, 0.00], [-0.01, -0.08, -0.10], [-0.06, 0.33, 0.57], [0.04, 0.27, -0.30], [0.06, -0.15, -0.41], [0.03, 0.25, 0.32], [0.05, -0.21, 0.15], [0.15, 0.13, -0.16], [-0.36, -0.38, 0.42], [0.09, -0.07, -0.16], [0.48, -0.02, 0.30], [-0.26, 0.25, 0.09], [0.02, -0.15, -0.08], [-0.61, -0.05, 0.12], [-0.19, 0.00, 0.07], [0.06, -0.03, 0.01], [-0.03, 0.00, -0.15], [0.11, -0.01, 0.19], [0.03, 0.21, 0.41], [0.60, -1.74, 0.92], [0.06, 0.00, 0.05], [-0.18, 0.12, 0.15], [0.31, 0.34, 0.02], [-0.06, -0.07, -0.27], [0.10, 0.08, -0.15], [0.10, -0.06, 1.48], [0.03, 0.01, 0.06], [-0.23, -0.32, -0.12], [0.28, 0.13, -0.27], [0.19, 0.43, 0.18], [-0.08, -0.17, -0.12], [0.08, 0.11, 0.84], [0.24, 0.35, 0.35], [-0.01, 0.02, 0.06], [0.16, 0.03, -0.69], [-0.27, 0.01, 0.13], [-0.16, 0.27, -0.28], [-0.48, 0.14, 0.05], [-0.14, -0.73, -0.44], [0.02, -0.01, -0.04], [-0.13, 0.18, -0.08], [0.10, -0.01, -0.02], [0.62, -0.11, -0.10], [0.10, -0.33, -0.54], [-0.10, 0.34, -0.34], [0.17, 0.16, -0.05], [0.01, -0.16, -0.25], [-0.11, 0.02, -0.05], [0.08, 0.05, -0.21], [0.22, 0.04, 0.10], [-0.01, 0.11, -0.05], [0.16, 0.00, 0.16], [-0.37, -0.50, -0.07], [0.23, 0.18, 0.11], [-0.32, 0.02, 0.23], [-0.06, -0.07, -2.08]], "mulliken_charge": [0.338, 0.246, 0.300, 0.164, 0.531, -0.224, 0.298, 0.307, -0.298, 0.305, -0.397, -0.211, 0.287, -1.468, -0.580, 0.626, -0.172, -0.002, 0.271, -1.092, -0.873, -0.042, -0.572, 0.301, -0.288, -0.468, 0.284, -0.587, 0.244, -0.521, 0.476, -0.297, -0.141, 0.604, 1.153, 0.346, 0.264, -0.483, 0.234, 0.254, -0.257, 0.380, -0.293, 0.109, -0.842, 0.982, -0.261, -0.215, 0.176, 0.591, 0.518, -0.391, -0.562, 0.332, 0.439, -0.265, 0.289, -0.326, 0.494, -0.511, 0.266, -0.380, 0.658, -0.435, 0.385], "molar_mass_g_mol": 687.33, "total_energy_ev": -133937.3217, "e_homo_ha": -0.2995, "e_lumo_ev": -0.2, "largest_force_ev_per_a": 2.08}

No. 2
{"formula": "C22H22BrN4O2W", "method": "ωB97M-V with the def2-TZVPD basis set", "species": ["W", "N", "H", "O", "C", "C", "H", "H", "C", "H", "H", "H", "C", "N", "H", "C", "C", "C", "H", "C", "Br", "C", "N", "C", "C", "C", "C", "H", "C", "C", "H", "H", "H", "C", "H", "C", "H", "H", "H", "C", "O", "H", "H", "H", "N", "H", "C", "H", "C", "C", "H", "C"], "coordinates": [[-0.07520, 0.43160, 0.05739], [-2.42379, 0.32170, 0.55268], [-2.17521, 2.55380, -4.45456], [-0.79804, 2.25134, -0.16777], [0.06018, -4.57735, 0.17948], [1.04495, -2.47381, -0.39956], [-2.13730, -2.09966, 0.63456], [-3.58186, 0.33990, -1.14814], [-1.11873, -3.92151, 0.48861], [3.96232, -1.48323, 5.05578], [3.54779, 0.50292, -1.41780], [1.85234, 0.70280, -3.34998], [1.14757, -3.85156, -0.26843], [0.25647, 0.69374, -1.95455], [-1.97160, -4.47851, 0.85258], [-1.58314, 2.76873, -1.10957], [2.52336, 0.85745, -1.29998], [0.82302, -0.77120, 3.99371], [-0.01842, 1.49056, -3.82284], [1.59881, 0.28217, -2.37748], [0.18384, -6.45525, 0.38075], [1.84119, -1.18887, 4.82350], [1.95497, 0.48251, 0.00290], [3.46889, -0.69268, 3.13892], [3.17327, -1.15181, 4.39551], [-1.18988, -2.54451, 0.34710], [1.10545, -0.31380, 2.70833], [3.85959, 0.22626, 0.72875], [-0.12397, -1.74947, -0.10413], [-0.38539, 1.45014, -2.80006], [-2.59232, -0.95562, -0.98394], [-0.20717, -0.79627, 4.32365], [1.93658, -1.96118, -0.73617], [-1.45689, 2.33093, -2.45104], [-2.56632, 4.11915, 0.21878], [-3.24808, 3.82131, -3.09951], [2.52001, 1.94655, -1.38715], [-4.07009, 5.02639, -1.51931], [1.60669, -1.54891, 5.81603], [-2.29159, 2.88617, -3.42928], [0.13328, 0.08251, 1.90474], [2.07697, -4.34795, -0.51467], [-2.66481, 1.29295, 0.71055], [-3.00473, -0.23133, 1.17430], [-2.65920, 0.04478, -0.83921], [1.68328, -0.80214, -2.42895], [2.45051, -0.26955, 2.25980], [-3.89891, 4.22237, -3.86394], [-3.34901, 4.26411, -1.78259], [2.79861, 0.17270, 0.95807], [4.49897, -0.65309, 2.80387], [-2.51724, 3.75369, -0.79973]], "atomic_forces_ev_per_a": [[-0.96, -0.28, 1.27], [0.29, -0.07, -0.46], [-0.04, 0.05, -0.01], [-0.25, 0.27, -0.08], [0.02, -0.05, -0.01], [-0.07, 0.19, -0.06], [0.06, -0.01, 0.04], [-0.07, 0.04, 0.14], [0.00, -0.06, 0.01], [0.00, 0.01, -0.01], [-0.01, -0.06, 0.07], [-0.01, -0.03, -0.02], [0.05, -0.07, -0.02], [0.03, 0.60, -2.17], [0.00, 0.00, -0.02], [0.06, 0.01, -0.51], [-0.08, -0.07, -0.47], [-0.19, -0.05, 0.16], [0.01, 0.04, -0.04], [0.35, -0.12, 0.13], [-0.01, 0.14, -0.02], [0.00, 0.07, -0.17], [1.01, 0.03, 0.05], [0.08, 0.03, -0.07], [0.08, -0.03, 0.08], [-0.13, 0.15, -0.01], [0.58, 0.14, -0.20], [0.03, 0.00, -0.05], [-0.01, -0.20, -0.26], [0.35, -0.33, 0.38], [0.14, -0.03, 0.03], [0.00, 0.01, -0.05], [0.02, -0.02, 0.03], [-0.44, 0.33, 0.29], [-0.01, -0.02, -0.01], [-0.10, 0.08, -0.09], [0.03, 0.00, 0.06], [-0.03, -0.01, -0.02], [-0.01, 0.00, 0.01], [0.19, -0.18, 0.00], [-0.04, -0.32, 1.76], [-0.02, -0.04, 0.02], [0.05, 0.13, 0.03], [0.10, -0.19, 0.11], [-0.52, -0.05, -0.30], [-0.11, 0.00, 0.06], [-0.27, -0.09, 0.40], [0.01, 0.02, 0.02], [0.12, -0.09, -0.01], [-0.33, 0.08, -0.18], [-0.01, -0.01, -0.01], [0.04, 0.05, 0.17]], "mulliken_charge": [1.574, -0.665, 0.436, -0.878, 0.002, 0.185, 0.072, 0.258, -1.107, 0.420, 0.573, 0.547, -1.120, -0.071, 0.443, 0.436, -0.786, -0.632, 0.407, -0.816, -0.170, -0.473, -0.011, -0.911, -0.720, -0.164, 0.341, 0.377, 0.899, -0.017, 0.265, 0.458, 0.062, 0.249, 0.524, -0.770, 0.319, 0.420, 0.421, -0.587, -0.898, 0.449, 0.257, 0.287, -0.260, 0.228, 0.751, 0.424, -0.505, 0.352, 0.383, -0.259], "multiplicity": 3, "molar_mass_g_mol": 638.19, "total_charge": 1, "total_energy_ev": -105088.8563, "e_homo_ha": [-0.3607, -0.4111], "s_squared": 2.03, "e_lumo_ev": [-3.3, -3.8], "largest_force_ev_per_a": 2.25}

No. 3
{"formula": "C22H22BrNO4PSSe2W", "method": "ωB97M-V with the def2-TZVPD basis set", "species": ["C", "P", "H", "C", "C", "H", "H", "H", "C", "C", "C", "H", "H", "H", "C", "H", "C", "C", "C", "C", "H", "H", "C", "C", "C", "O", "H", "H", "C", "C", "H", "C", "H", "C", "H", "W", "O", "H", "N", "C", "Br", "H", "H", "Se", "S", "H", "H", "C", "H", "O", "Se", "H", "C", "C", "O"], "coordinates": [[-3.28602, 0.56598, -2.15006], [-1.27262, -0.11489, -0.33589], [2.87896, 1.54008, -2.82044], [3.44140, 1.69148, -1.89992], [2.46642, -1.71942, -0.51126], [-4.80028, 1.08856, -3.57387], [-1.11655, -3.11580, 2.92219], [2.25623, -2.68179, -0.96286], [1.60561, -0.55938, 3.17491], [1.56907, 0.48973, 2.06746], [-5.21809, -0.78492, -2.61675], [-2.11970, 2.15696, 1.39416], [3.00012, 2.53502, -1.36524], [-6.14200, -0.94666, -3.15789], [-0.18796, 2.19474, -1.40029], [4.46749, 1.95617, -2.16051], [4.02442, -0.65626, 1.02701], [-4.78644, -1.71521, -1.67849], [-4.46799, 0.35576, -2.84927], [-1.04877, -3.40143, 1.87189], [2.56693, -0.55428, 3.69064], [-0.52400, -4.35498, 1.80316], [-3.61061, -1.50908, -0.97951], [-0.97849, 1.68231, -0.37284], [3.40037, 0.46896, -1.02872], [1.61291, -3.62367, 1.15666], [-2.71110, 1.46535, -2.33124], [-1.63155, 4.56092, 1.27000], [-2.85493, -0.35952, -1.20491], [-0.43596, 4.40584, -0.50642], [2.07789, -0.64908, -2.30696], [3.19675, -1.70638, 0.70825], [0.22431, 1.52189, -2.14553], [4.14421, 0.41373, 0.14100], [0.82702, -0.29967, 3.89508], [0.16851, -1.96268, 0.74620], [0.98388, 0.05632, 0.99048], [4.53719, -0.64465, 1.98130], [1.28285, -1.86698, 2.61107], [0.08160, 3.55298, -1.47116], [-3.72612, 0.59689, 3.62773], [-2.04807, -3.53412, 1.46910], [-5.36902, -2.60772, -1.48962], [-1.77892, -0.62902, 1.77936], [2.46761, -2.71463, 1.97577], [-0.21295, 5.46494, -0.54528], [0.69975, 3.94301, -2.27085], [-1.50354, 2.54181, 0.58779], [-3.28198, -2.22678, -0.23928], [2.03984, 1.60016, 2.21327], [-0.51385, -3.16192, -1.14757], [4.77508, 1.25264, 0.40822], [2.61547, -0.63370, -1.36416], [-1.22816, 3.89949, 0.51422], [3.44379, -3.26711, 2.85983]], "atomic_forces_ev_per_a": [[0.00, 0.03, 0.00], [-0.67, 0.01, 1.72], [0.00, 0.00, -0.01], [0.04, -0.01, 0.04], [2.19, -0.34, -0.37], [0.00, 0.01, 0.01], [0.01, 0.07, -0.02], [-0.80, 0.08, 0.31], [-0.15, -0.06, -0.04], [-0.11, 0.05, 0.10], [0.00, 0.00, 0.02], [0.01, -0.01, 0.02], [-0.01, 0.00, -0.01], [0.00, -0.01, 0.00], [-0.01, -0.01, 0.00], [-0.01, 0.02, 0.00], [0.14, 0.09, 0.03], [0.00, 0.00, -0.02], [0.00, 0.00, 0.00], [0.22, -0.27, 0.20], [-0.02, 0.03, 0.03], [0.01, 0.01, 0.04], [0.00, 0.02, 0.04], [0.30, -0.03, -0.35], [-0.13, -0.07, -0.01], [0.50, -0.09, 0.04], [0.00, 0.00, 0.00], [0.00, -0.01, 0.00], [0.27, -0.09, -0.43], [0.01, -0.01, 0.01], [0.11, -0.03, -0.05], [-0.63, 0.26, -0.05], [0.02, 0.01, 0.01], [0.00, -0.09, 0.08], [0.01, 0.00, 0.02], [-2.44, 1.29, -1.21], [0.38, -0.24, -0.15], [-0.01, 0.06, -0.01], [0.89, -0.05, -0.11], [-0.01, -0.02, 0.00], [-0.19, 0.32, 0.18], [-0.03, 0.12, 0.05], [-0.01, 0.01, 0.01], [0.01, -0.59, -0.80], [-0.01, -0.77, 0.18], [-0.02, 0.00, -0.01], [0.01, -0.01, 0.00], [-0.06, -0.10, 0.00], [0.00, 0.00, 0.01], [-0.06, -0.01, 0.02], [0.35, 0.18, 0.47], [-0.01, 0.00, 0.03], [-0.21, 0.10, -0.02], [0.01, 0.02, 0.00], [0.10, 0.14, -0.03]], "mulliken_charge": [-0.505, 0.321, 0.372, -1.835, -1.317, 0.382, 0.513, 0.984, -1.003, 0.772, -0.430, 0.330, 0.305, 0.358, -0.033, 0.490, -0.906, -0.849, -0.760, -1.292, 0.376, 0.320, -0.208, 0.484, 0.812, -0.611, 0.332, 0.429, 0.690, -0.490, 0.366, 0.740, 0.430, -0.242, 0.342, 0.412, -0.134, 0.390, -0.048, -0.788, -0.816, 0.377, 0.395, -0.132, 1.350, 0.364, 0.457, -0.254, 0.297, -0.707, -0.396, 0.431, -0.341, -0.752, -0.772], "molar_mass_g_mol": 849.13, "total_charge": -1, "total_energy_ev": -255538.3912, "e_homo_ha": [-0.1557, -0.1557], "e_lumo_ev": [1.1, 1.1], "largest_force_ev_per_a": 3.02}